C2H2FP | wB97M-V/def2-TZVPD

XYZ file:
```
6
Properties=species:S:1:pos:R:3:mulliken_charge:R:1
C 0.9016 0.9034 -0.6946 -0.119
C 0.4892 -1.6866 0.4812 -0.119
F 1.3344 1.8160 0.1394 -0.119
P -0.2557 -0.1680 0.1155 0.110
H -0.9116 -0.8374 -0.9294 0.133
H -1.5580 -0.0275 0.8879 0.114
```

Summary:
total energy	-518.24198	Eh
energy relative to the best compared isomer or geometry (same formula, charge and spin)	217.43	kcal/mol
orbital gap (spin up / spin down)	6.58 / 7.08	eV
molecular weight	76.01	g/mol
charge	0
max |F|	3.42	eV/A
spin multiplicity	1